A molecular structure, C20H20N4O4PtS. Source: OMol25; level of theory: ωB97M-V/def2-TZVPD.

Positions of all 50 atoms, in Å:
O 2.47 -2.74 -0.20
H -0.63 -1.14 1.89
Pt 1.91 -0.50 0.17
C -3.25 -0.68 2.83
C 2.13 1.53 0.23
C -2.18 0.19 -0.61
H -3.07 0.52 -1.10
H -4.63 -0.94 -0.27
C 1.34 -0.32 -3.44
N -2.18 -0.37 0.65
C 1.77 -1.17 -2.41
N -7.67 -1.75 4.39
H -2.31 -0.45 3.33
N -0.10 -0.27 0.00
C 1.51 2.00 1.54
C -4.55 -0.92 0.81
H -0.48 0.64 -1.92
N 1.87 1.19 3.84
C -5.67 -1.20 1.57
S 3.71 -2.05 -0.60
C 3.85 0.15 -2.28
C -3.35 -0.66 1.44
H 0.71 1.30 -5.41
C 2.13 0.71 -3.90
H 1.92 2.97 1.85
H 4.83 0.31 -1.85
H 4.01 1.75 -3.65
H 1.88 2.14 4.19
H 1.72 2.62 -4.77
H 0.43 2.12 1.44
C -4.36 -0.97 3.59
C 3.04 -0.92 -1.82
C -0.92 -0.63 0.99
H 1.68 1.97 -0.65
C 3.39 0.95 -3.28
H -4.30 -0.99 4.66
H 0.40 -0.54 -3.94
O 4.90 -2.73 -0.92
H 2.41 1.45 -5.87
C -6.75 -1.52 3.75
C -5.58 -1.23 2.96
H 3.21 1.65 0.22
C 1.71 1.57 -5.05
C -0.88 0.25 -1.01
H 1.23 -2.07 -2.16
O 1.71 -0.28 2.17
H -6.62 -1.40 1.09
H 2.01 0.43 4.49
O 3.88 -0.93 0.46
C 1.72 0.94 2.57

- Orbital gap: 6.11 eV
- Total charge: +2
- Spin multiplicity: 1
- Relative energy (zero: lowest compared OMol25 entry of this formula, charge and spin): 30.4 kJ/mol
- HOMO: -14.7 eV

3 unconnected molecules or ions with the total composition C37H64ClF5N5O4P. Source: OMol25; level of theory: ωB97M-V/def2-TZVPD.

Positions of all 117 atoms, in Å:
C 1.69 -1.92 -0.45
H 2.14 -3.37 3.93
C -3.30 5.41 1.57
H -4.35 3.91 0.42
C 7.28 -1.14 0.68
H -2.17 -4.58 -3.42
O 0.70 -3.75 2.30
F 4.41 5.17 0.68
H 3.26 1.20 -0.36
H -1.88 0.00 -5.04
H -3.41 4.84 2.49
O 7.03 -0.48 3.50
H -3.66 -5.04 -4.23
H 3.26 -2.39 4.86
H 4.55 -5.24 5.99
C 4.83 3.91 0.60
H -2.30 5.22 1.20
H -2.29 -2.67 1.81
H 9.39 -1.04 0.19
H -1.22 -2.64 -2.84
C -1.62 -2.15 -0.12
O 1.56 -1.66 -1.61
Cl 4.77 -0.35 5.18
H 0.70 -2.26 -5.17
N 4.02 -4.26 4.20
H -5.67 0.88 -0.54
C 4.73 -1.65 2.49
H -4.22 7.60 -0.40
F 5.73 4.18 -1.53
C -4.33 5.00 0.51
C 2.61 -2.36 1.66
H -3.37 6.47 1.82
H -1.68 -0.36 -7.54
H 8.13 -2.98 -0.02
C -6.51 4.67 1.61
H 4.64 -4.35 3.41
H -3.43 -0.81 2.29
H 3.74 -0.99 -1.91
H 8.42 0.34 -0.37
H -2.21 -3.73 -5.76
H -3.76 -2.95 -5.46
N -2.21 -1.98 -4.53
H 4.58 -3.48 6.10
H -5.84 -0.52 2.61
C 0.20 -2.87 -4.42
H -0.34 -1.05 -6.64
H 5.89 1.83 -1.81
C 4.80 -4.33 5.44
H 5.87 -4.35 5.24
C -3.43 -0.95 1.20
C -3.68 -3.43 0.37
F 6.06 3.82 1.11
H -5.48 7.29 1.73
C -4.87 -0.73 0.70
H 6.39 -3.08 0.33
C 4.82 3.40 -0.86
H -6.41 3.61 1.34
O -0.42 -1.69 0.55
C -2.76 -2.32 0.88
H -1.87 -1.39 -0.87
H -7.04 4.36 3.68
C 2.88 -1.76 0.43
H -6.90 -1.20 1.37
C 1.25 -2.97 1.58
H -0.65 -1.13 -3.46
C 3.97 1.01 -1.17
C 5.02 -1.12 1.21
C 4.35 -0.48 -1.17
C 5.18 1.93 -0.99
H 7.57 -3.03 1.65
H 8.81 0.17 1.35
H 6.68 0.24 2.96
C -5.87 -1.21 1.76
N -5.70 5.44 0.68
C -2.81 -3.21 -4.99
H -5.69 7.25 -1.33
N 6.24 -0.46 0.93
P 5.91 -1.57 3.93
H -5.60 8.69 -0.32
H -3.19 -4.40 0.46
H -5.03 -1.26 -0.24
H -1.40 -3.08 -0.64
C -5.31 7.64 -0.38
C 3.19 -3.06 4.00
C -6.24 4.84 3.11
H 5.40 -0.61 -1.45
F 4.01 3.15 1.35
H -4.62 -3.48 0.92
H 0.93 -3.12 -3.66
C 4.09 -1.14 0.16
H -6.97 7.05 0.83
C -3.09 -4.19 -3.85
C -2.22 -0.92 -5.52
H -1.62 -2.09 -7.27
H -2.79 -0.17 0.79
H -3.94 -3.28 -0.68
C 7.34 -2.65 0.65
N 0.67 -2.55 0.33
H -7.56 4.92 1.42
C -0.98 -2.13 -3.77
H -5.31 4.36 3.42
C 3.52 -2.33 2.71
H -3.98 5.36 -0.46
H 5.71 1.64 -0.08
C 8.56 -0.38 0.44
H 3.46 1.27 -2.10
H -4.21 1.34 0.31
C -5.90 6.87 0.79
C -1.41 -1.13 -6.81
H -0.12 -3.80 -4.90
F 3.60 3.69 -1.39
H -6.20 5.89 3.40
H -3.26 -0.75 -5.80
H -3.67 -3.71 -3.07
H -5.64 -2.20 2.15
C -5.13 0.77 0.41
H -5.78 1.22 1.17

- Orbital gap: 7.18 eV
- Spin multiplicity: 1
- HOMO: -8.0 eV

A gas-phase ion, C5H6N (charge +1). Source: OMol25; level of theory: ωB97M-V/def2-TZVPD.

Positions of all 12 atoms, in Å:
H -1.45 -1.16 -1.04
C -0.64 0.28 0.15
H -1.39 -1.77 0.51
H 2.82 -1.36 0.86
H -0.08 2.29 1.17
H -2.58 -0.42 0.16
H 0.41 1.13 -1.68
C 2.45 -0.63 0.25
C -0.12 1.43 0.55
C 0.45 0.88 -0.65
C -1.59 -0.79 -0.01
N 1.72 0.11 -0.27

- Orbital gap: 10.50 eV
- Total charge: +1
- Spin multiplicity: 1
- Relative energy (zero: lowest compared OMol25 entry of this formula, charge and spin): 399.7 kJ/mol
- HOMO: -15.1 eV

2 unconnected molecules or ions with the total composition C2H9N2S2. Source: OMol25; level of theory: ωB97M-V/def2-TZVPD.

Positions of all 15 atoms, in Å:
H -1.51 0.59 -1.71
H -0.17 -1.55 0.01
C -0.28 1.08 0.01
H 0.58 -0.96 2.46
H 2.35 -0.83 -0.23
N -0.32 2.40 -0.12
H -0.84 -1.70 -1.55
H 0.28 0.71 0.86
H -0.61 2.79 -1.02
H -1.86 -1.55 -0.24
C -0.95 0.23 -0.85
S 1.05 -1.99 1.73
S 2.77 -0.97 1.04
H 0.47 2.93 0.27
N -0.97 -1.21 -0.65

- Orbital gap (alpha / beta): 8.27 / 4.29 eV
- Total charge: +2
- Spin multiplicity: 2
- Relative energy (zero: lowest compared OMol25 entry of this formula, charge and spin): 184.3 kJ/mol
- HOMO (alpha / beta): -17.1 / -17.0 eV

5 unconnected molecules or ions with the total composition C27H83NO4PSSi8. Source: OMol25; level of theory: ωB97M-V/def2-TZVPD.

Positions of all 125 atoms, in Å:
H 2.55 -5.03 3.76
C 5.41 0.98 -10.69
C -5.47 3.18 3.36
H 1.09 -5.28 4.72
H 7.58 -0.96 -12.23
H 0.90 -5.66 -1.64
H 4.62 -7.55 -2.26
H -4.03 4.42 4.36
H 3.20 -7.07 -4.89
H 7.04 -2.40 -4.38
C 7.67 -1.84 -7.54
C 1.61 -4.57 4.08
H -6.35 7.13 9.76
C -6.87 4.56 7.86
C 8.15 0.76 -6.02
C -4.01 3.59 3.66
H 5.06 1.17 -7.09
H -3.57 1.48 4.05
C 2.42 -6.52 -4.38
P -6.21 2.16 4.65
Si 5.61 -4.35 -3.95
C 5.38 0.12 -7.08
H -6.34 0.32 2.85
H -0.29 -5.41 0.67
H -5.54 8.25 8.66
C -10.29 6.01 7.99
H -2.70 -0.77 1.10
C 1.65 -4.91 -1.91
C -5.28 6.31 5.98
H 5.09 1.91 -10.21
O 4.15 -4.54 -3.20
C 8.21 2.04 -11.27
Si 3.06 -5.70 -2.82
C -3.09 2.47 4.18
Si -2.19 -2.77 2.48
H -2.91 2.61 5.25
H -3.60 3.97 2.72
H 1.04 -2.68 0.60
H -8.53 9.52 8.73
C 0.23 -5.65 1.60
H 7.52 -2.34 -6.58
H -5.43 2.19 5.79
H -4.17 -1.76 3.52
O -7.84 7.10 6.93
C -5.71 7.19 8.87
H 4.31 -6.54 -0.85
C -10.25 8.42 6.13
C 7.71 -0.96 -11.14
H 5.19 1.06 -11.76
H -3.53 -3.03 4.56
H -10.13 9.03 9.28
Si 0.60 -4.12 2.59
H -4.36 5.79 6.28
H 6.16 -2.19 -2.86
H -10.38 7.78 5.25
H -2.74 -1.45 4.51
Si -9.34 7.54 7.49
H -1.15 1.90 3.95
H 4.79 -0.42 -7.82
H 1.62 -7.22 -4.13
H 4.67 -4.37 -6.25
H 1.99 -4.43 -0.99
H 5.14 -0.29 -6.10
H -7.51 4.48 8.74
H -7.40 4.07 7.03
H 2.01 -5.78 -5.07
H -11.24 8.71 6.48
H -1.90 2.18 2.56
H -10.34 5.29 7.17
H -6.09 4.06 3.26
H -1.23 -1.56 0.53
H 6.96 -5.12 -2.02
H 2.53 -3.32 1.29
Si -6.48 6.34 7.41
H 1.16 -6.17 1.34
H 7.90 1.82 -5.92
H 5.30 -5.96 -5.81
H 4.81 0.16 -10.29
H -9.83 5.51 8.85
H 7.91 0.26 -5.08
H 3.10 -7.71 -1.39
H -8.71 8.15 9.82
H -5.95 4.01 8.06
S -6.25 0.17 4.17
H 9.23 0.68 -6.17
C 1.55 -2.90 1.54
H 7.90 -5.16 -3.51
H 8.76 -1.20 -10.93
Si 7.21 -0.03 -7.41
H 7.07 -2.36 -8.28
C 5.49 -4.89 -5.73
H -4.09 -3.62 1.15
O 7.59 0.73 -8.82
C 3.85 -7.00 -1.73
Si 7.24 0.70 -10.43
H -11.31 6.27 8.27
H -7.48 2.62 4.97
H -0.40 -6.35 2.16
H 7.95 3.02 -10.88
H -1.17 -0.56 1.98
C -3.25 -2.20 3.91
O -0.82 -3.42 3.09
H 1.71 -1.96 2.07
H -4.75 6.74 9.13
H 6.72 -6.43 -3.18
H -2.57 -4.29 0.57
C -1.78 -1.28 1.42
H 7.10 -1.77 -10.73
C -3.12 -4.02 1.46
H -5.70 5.80 5.11
H -3.31 -4.93 2.03
H 5.33 -1.93 -4.39
H 6.42 -4.67 -6.26
H 1.85 -3.69 4.68
H -5.00 7.32 5.67
N -1.80 2.54 3.51
C -9.16 8.66 8.97
H 1.15 -4.15 -2.52
H 9.29 1.90 -11.15
H -9.72 9.32 5.82
H 8.72 -1.96 -7.82
H 7.99 2.03 -12.34
H -5.52 2.60 2.44
C 6.91 -5.36 -3.08
C 6.07 -2.54 -3.88

- Orbital gap: 7.48 eV
- Total charge: +1
- Spin multiplicity: 1
- HOMO: -10.9 eV

A molecular structure, C44H39AsBr2Cl3CsF5N3O5. Source: OMol25; level of theory: ωB97M-V/def2-TZVPD.

Positions of all 103 atoms, in Å:
H -2.43 0.33 4.91
H 1.40 -6.43 -4.14
F 1.88 1.50 -4.68
C 1.82 3.83 -4.87
H -3.42 1.09 1.11
H -1.61 2.30 -3.15
H -4.88 -1.58 -5.55
O 0.90 1.65 -2.10
H -5.87 -0.93 -2.27
H -0.75 1.99 6.98
C 0.63 -3.89 -1.32
C 3.94 -1.51 5.28
C -2.51 -3.27 -2.99
H -1.17 -0.41 -2.11
C 2.21 -5.31 -2.49
H 2.25 -1.66 -1.92
C -1.19 0.88 3.22
N -0.70 1.80 2.42
C 3.50 -0.32 4.77
H 0.16 -0.13 7.89
C 4.97 0.22 -2.97
C 1.60 2.70 -4.11
F 0.45 4.20 -1.04
C -0.09 -5.21 -3.21
C -5.96 -1.64 -3.09
C 2.30 -1.41 7.02
C 0.83 2.23 5.54
As -1.69 1.64 -0.70
F 1.76 6.20 -5.10
Br 4.26 0.13 3.09
H 1.80 -1.84 7.88
O -0.78 -2.86 0.28
H 2.68 -4.04 -0.81
O 3.72 0.25 -0.98
H -2.64 -2.39 -6.26
C -3.78 -2.81 -2.58
H -1.81 -0.90 -0.53
C 4.52 3.55 3.02
O 1.34 -2.15 0.13
C 1.10 2.72 -2.79
H -2.37 3.59 -2.22
Cs 1.40 0.39 0.20
C 3.35 -2.05 6.44
C 3.85 2.97 4.05
C -1.90 3.44 3.67
C -2.97 -2.52 -5.23
Br -0.66 -0.89 2.82
H -4.25 1.36 -0.44
H -6.44 -1.13 -3.93
C 1.20 -5.71 -3.35
Cl 3.73 3.66 1.49
H -3.37 3.67 5.58
H 3.21 -5.70 -2.60
H -5.23 -2.77 -0.98
C -2.11 -3.11 -4.32
F 2.29 3.71 -6.13
H 3.15 -1.72 -3.47
H 5.84 -0.35 -2.63
H -3.93 -3.96 -0.77
H -2.92 -0.31 -1.81
Cl 6.10 4.26 3.09
H -6.64 -2.43 -2.75
H 5.19 1.28 -2.83
C -4.22 -2.07 -4.84
C -4.17 -2.96 -1.13
N -1.69 -3.81 -1.99
H -1.74 -3.37 -1.08
C -1.93 -0.19 -1.36
C 2.47 0.44 5.39
H 4.71 -2.05 4.75
H -1.12 -3.41 -4.62
F 0.83 6.38 -2.54
C 0.65 0.39 7.08
C 2.01 1.76 4.98
C -2.32 2.51 -2.36
Cl 4.79 2.82 5.60
C 1.08 5.16 -3.07
H 0.48 3.18 5.18
C 1.55 5.08 -4.36
C -2.41 2.44 4.49
C 0.16 1.56 6.57
H 1.99 -0.41 -3.16
C -3.45 1.71 0.21
C -4.62 -2.20 -3.51
H -0.88 -5.54 -3.87
H 4.81 0.01 -4.03
H -3.66 2.74 0.52
C 1.91 -4.40 -1.49
H -0.62 3.80 1.98
O -3.26 2.71 5.53
C -2.07 1.12 4.27
C -1.05 3.06 2.65
C 0.88 4.03 -2.31
H 3.72 -2.99 6.84
C 3.79 -0.17 -2.11
C 0.37 -2.89 -0.20
H -2.15 4.48 3.82
H -3.61 -2.26 -0.50
H -3.30 2.13 -2.64
C 1.81 -0.18 6.50
N 2.61 2.56 4.05
C 2.74 -1.07 -2.70
C -0.39 -4.30 -2.19

- Orbital gap: 5.34 eV
- Total charge: -2
- Spin multiplicity: 1
- Relative energy (zero: lowest compared OMol25 entry of this formula, charge and spin): 0.0 kJ/mol
- HOMO: -1.8 eV

A molecular structure, C3H8N2O2. Source: OMol25; level of theory: ωB97M-V/def2-TZVPD.

Positions of all 15 atoms, in Å:
O -0.96 -0.77 -2.17
N 0.08 2.03 0.81
C 0.53 0.69 1.11
H 0.76 -0.06 -1.68
H 0.23 2.22 -0.18
H -1.27 -0.45 0.54
H 1.60 0.63 0.89
C 0.44 -1.74 0.28
N -0.21 0.14 -1.43
H -1.87 -0.42 -2.17
H 0.40 0.52 2.19
C -0.20 -0.41 0.37
O 1.53 -2.01 0.72
H -0.16 -2.49 -0.27
H -0.91 2.11 0.98

- Orbital gap: 9.68 eV
- Spin multiplicity: 1
- Relative energy (zero: lowest compared OMol25 entry of this formula, charge and spin): 421.7 kJ/mol
- HOMO: -9.3 eV

A molecular structure, C9H20IrN6S2. Source: OMol25; level of theory: ωB97M-V/def2-TZVPD.

Positions of all 38 atoms, in Å:
C 2.49 -1.85 -1.75
S 1.21 0.57 -1.99
H 0.74 2.45 -0.67
H 1.81 -2.36 -2.43
H -1.82 1.51 0.89
H 3.31 -2.50 1.17
H 3.01 -0.42 2.48
H 2.26 2.31 1.16
C 2.72 -0.42 -2.20
H 2.95 -0.42 -3.27
N -4.58 -1.38 0.37
H -4.57 2.72 -0.37
S -1.99 -2.20 0.01
H -2.00 1.46 -0.74
C -4.86 2.15 0.51
H 1.57 -2.87 -0.21
H -5.95 2.21 0.62
C 2.92 -1.59 0.70
N -3.20 0.23 0.24
N -5.29 -0.29 0.49
H -5.06 -2.29 0.39
C -3.28 -1.12 0.21
N 1.46 0.34 1.22
H -4.41 2.67 1.37
H 3.54 0.09 -1.70
C 2.24 1.41 0.53
H 3.78 -1.08 0.28
H 3.28 1.10 0.43
H 3.45 -2.37 -1.81
C 1.66 1.87 -0.80
H 1.57 -1.41 2.37
C 2.24 -0.78 1.78
N 1.95 -1.93 -0.37
H 2.38 2.53 -1.29
N -1.97 0.88 0.10
Ir -0.02 -0.71 -0.15
H 0.94 0.76 2.00
C -4.47 0.74 0.43

- Orbital gap (alpha / beta): 5.03 / 4.82 eV
- Total charge: +4
- Spin multiplicity: 2
- Relative energy (zero: lowest compared OMol25 entry of this formula, charge and spin): 199.0 kJ/mol
- HOMO (alpha / beta): -22.8 / -23.0 eV

C4H4FNS in the gas phase. Source: OMol25; level of theory: ωB97M-V/def2-TZVPD.

Positions of all 11 atoms, in Å:
F 0.69 2.22 -0.12
H 0.10 -2.38 -0.36
H -2.16 1.15 -0.05
N -1.34 -0.71 0.02
C 0.76 -0.21 -0.05
S 2.71 -0.30 -0.07
H -2.31 -1.23 -0.05
H 2.76 1.11 0.78
C 0.09 0.98 -0.06
C -0.09 -1.34 -0.04
C -1.20 0.71 -0.01

- Orbital gap: 8.94 eV
- Spin multiplicity: 1
- Relative energy (zero: lowest compared OMol25 entry of this formula, charge and spin): 171.4 kJ/mol
- HOMO: -8.3 eV

no.,F_max (eV Å⁻¹),E (eV)
1,0.59,-49280.275
2,0.70,-90446.122
3,4.64,-6761.035
4,2.34,-26850.645
5,0.64,-122182.652
6,2.28,-313598.126
7,3.50,-10312.581
8,3.18,-43059.306
9,5.55,-19253.135